(a)
Density functional theory data (the ωB97M-V functional and the def2-TZVPD basis) for one molecule with the formula C5H11NO2.

Cartesian coordinates (Å):
C1 0.66 0.35 -1.69
C2 -1.14 1.75 0.34
C3 -0.29 -1.81 -0.92
C4 -0.54 0.35 0.46
C5 -0.16 -0.31 -0.82
N1 1.96 -0.26 1.51
O1 0.98 0.66 1.07
O2 -1.38 -0.38 1.30
H1 -1.73 -1.14 0.82
H2 2.80 0.32 1.54
H3 1.75 -0.50 2.48
H4 0.81 1.42 -1.65
H5 1.11 -0.17 -2.53
H6 -1.39 2.12 1.33
H7 -0.43 2.46 -0.10
H8 -2.05 1.74 -0.26
H9 0.14 -2.31 -0.05
H10 0.23 -2.20 -1.80
H11 -1.34 -2.10 -1.01

- orbital gap (eV) = 9.16
- SMILES = C=C(C)[C@@](C)(O)ON
- net charge = 0

(b)
Density functional theory data (the ωB97M-V functional and the def2-TZVPD basis) for one molecule with the formula C5H11NO2.

Cartesian coordinates (Å):
C1 1.58 -1.85 -0.45
N1 1.27 -0.37 -0.70
C2 -0.17 -0.18 -0.35
C3 -0.30 1.24 0.34
C4 -0.31 1.04 1.89
O1 -1.70 1.53 0.09
C5 -1.06 -0.41 -1.56
O2 -0.80 -1.24 -2.39
H1 0.79 -2.53 -0.77
H2 1.74 -1.90 0.63
H3 2.47 -1.97 -1.06
H4 1.52 -0.22 -1.67
H5 -0.36 -0.82 0.49
H6 0.31 2.04 -0.06
H7 -1.26 0.57 2.13
H8 0.54 0.46 2.27
H9 -0.34 2.05 2.28
H10 -2.02 2.29 0.56
H11 -1.92 0.29 -1.66

- orbital gap (eV) = 9.76
- SMILES = CN[C@H](C=O)[C@H](C)O
- net charge = 0

(c)
Density functional theory data (the ωB97M-V functional and the def2-TZVPD basis) for a 2-piece molecular cluster, C5H11NO2 overall.

Cartesian coordinates (Å):
C1 0.40 0.70 0.38
C2 0.67 -0.55 -0.01
C3 0.31 2.04 -0.19
C4 0.83 -1.63 1.02
C5 0.93 -1.03 -1.43
N1 -2.53 0.35 0.33
O1 -3.57 0.78 0.75
O2 -2.38 -0.23 -0.70
H1 0.31 0.81 1.44
H2 -0.42 2.83 0.27
H3 0.25 2.11 -1.23
H4 1.29 2.42 -0.07
H5 -0.05 -2.25 1.21
H6 1.24 -1.21 1.93
H7 1.56 -2.33 0.57
H8 0.16 -0.54 -1.99
H9 0.69 -2.09 -1.49
H10 1.86 -0.76 -1.80
H11 -1.56 0.60 0.99

- orbital gap (eV) = 9.98
- SMILES = O=[NH+][O-].CC=C(C)C
- net charge = 0

(d)
Density functional theory data (the ωB97M-V functional and the def2-TZVPD basis) for one molecule with the formula C5H11NO2.

Cartesian coordinates (Å):
C1 1.02 -1.15 -0.54
C2 0.85 -2.59 -1.09
C3 0.00 -0.98 0.55
N1 -1.03 -0.07 0.43
C4 -1.06 1.11 -0.41
C5 -0.53 2.36 0.37
O1 0.75 2.75 -0.16
O2 -0.13 -1.79 1.45
H1 2.03 -0.99 -0.17
H2 1.00 -0.35 -1.29
H3 0.88 -2.56 -2.18
H4 1.75 -3.13 -0.83
H5 -0.05 -3.08 -0.76
H6 -1.77 -0.17 1.11
H7 -2.00 1.28 -0.92
H8 -0.36 0.99 -1.23
H9 -0.41 2.11 1.42
H10 -1.19 3.23 0.34
H11 0.64 2.82 -1.10

- orbital gap (eV) = 10.19
- SMILES = CCC(=O)NCCO
- net charge = 0

Tell me which of them is the most stable. Sure, it is (d).

(a)
Density functional theory data (the ωB97M-V functional and the def2-TZVPD basis) for a 2-piece molecular cluster, C5H11NO2 overall.

Cartesian coordinates (Å):
C1 -2.50 -0.46 -0.18
C2 0.85 -1.95 -0.79
C3 -0.27 -1.32 -0.02
O1 -1.35 -1.06 -0.79
N1 -0.19 -1.01 1.23
H1 0.72 -1.30 1.60
H2 -2.73 0.46 -0.74
H3 -3.34 -1.15 -0.29
H4 -2.38 -0.20 0.87
H5 0.48 -2.38 -1.73
H6 1.29 -2.76 -0.19
H7 1.61 -1.20 -1.00
C4 1.47 2.13 0.83
C5 0.64 1.93 -0.40
O2 1.12 1.80 -1.52
H8 -0.45 1.94 -0.25
H9 1.38 3.17 1.16
H10 2.52 1.90 0.61
H11 1.12 1.46 1.62

- orbital gap (eV) = 10.84
- SMILES = [H]/N=C(\C)OC.CC=O
- net charge = 0

(b)
Density functional theory data (the ωB97M-V functional and the def2-TZVPD basis) for a 2-piece molecular cluster, C5H11NO2 overall.

Cartesian coordinates (Å):
C1 1.05 -0.47 -0.06
N1 -0.43 -0.37 0.02
C2 -1.20 -1.35 -0.51
O1 -2.44 -1.32 -0.51
C3 -0.86 1.09 -0.21
C4 0.47 1.75 -0.60
C5 1.59 0.70 -0.85
H1 1.25 -1.42 -0.63
H2 1.39 -0.63 0.94
H3 -0.60 -2.31 -0.73
H4 -1.35 1.58 0.58
H5 -1.52 1.21 -1.04
H6 0.91 2.31 0.29
H7 0.22 2.06 -1.60
H8 1.43 0.51 -1.91
H9 2.54 1.09 -0.56
H10 -0.63 -0.80 2.22
H11 -1.36 -2.00 2.68
O2 -0.46 -1.64 2.48

- orbital gap (eV) = 10.27
- SMILES = O=CN1CCCC1.O
- net charge = 0

(c)
Density functional theory data (the ωB97M-V functional and the def2-TZVPD basis) for a 2-piece molecular cluster, C5H11NO2 overall.

Cartesian coordinates (Å):
C1 -0.36 -0.99 0.28
C2 -1.09 -1.29 1.57
C3 1.92 1.59 -1.23
N1 1.18 0.40 -0.89
C4 0.24 0.37 0.10
C5 -0.15 1.43 0.83
O1 0.17 -1.98 -0.37
O2 -1.79 -1.06 -1.07
H1 -0.93 -1.84 -1.17
H2 -2.60 -1.49 -0.74
H3 1.48 -0.51 -1.23
H4 -1.93 -0.61 1.72
H5 -0.40 -1.18 2.40
H6 -1.45 -2.32 1.54
H7 1.24 2.38 -1.59
H8 2.47 1.99 -0.37
H9 2.63 1.36 -2.03
H10 -0.91 1.34 1.58
H11 0.27 2.41 0.67

- orbital gap (eV) = 8.71
- SMILES = C=C(NC)C(C)=O.O
- net charge = 0

(d)
Density functional theory data (the ωB97M-V functional and the def2-TZVPD basis) for C5H11NO2 as an isolated structure.

Cartesian coordinates (Å):
O1 -0.97 0.14 2.72
C1 -0.87 1.26 2.34
C2 -0.56 1.64 0.95
C3 -0.60 0.69 -0.07
C4 0.65 0.57 -1.06
C5 1.41 -1.66 -0.41
N1 1.95 -0.40 -0.88
H1 -0.87 2.12 3.04
H2 1.10 -2.31 -1.22
H3 -0.02 2.56 0.83
H4 -0.85 -0.28 0.37
H5 -1.42 0.71 -0.87
H6 1.71 0.46 -0.26
H7 0.72 1.49 -1.64
H8 0.54 -1.59 0.25
H9 2.16 -2.20 0.17
H10 0.19 -0.17 -1.71
H11 -2.56 -1.72 -1.40
O2 -1.70 -1.33 -1.16

- orbital gap (eV) = 4.96
- net charge = 0

Tell me which of them is the most stable. Sure, it is (a).

(a)
Density functional theory data (the ωB97M-V functional and the def2-TZVPD basis) for a 2-piece molecular cluster, C5H11NO2 overall.

Cartesian coordinates (Å):
C1 -1.33 -0.31 0.06
C2 -0.59 -0.33 1.20
C3 -0.07 -1.57 1.79
C4 -0.16 0.87 1.90
C5 1.16 0.93 -1.81
N1 0.35 0.25 -2.94
O1 -0.06 -0.87 -2.78
O2 0.10 0.94 -3.88
H1 -1.62 0.64 -0.49
H2 -1.43 -1.29 -0.28
H3 -0.82 -1.96 2.61
H4 0.80 -1.42 2.36
H5 0.00 -2.41 1.08
H6 -0.71 1.69 1.33
H7 0.83 1.03 1.65
H8 -0.50 0.76 2.92
H9 1.28 1.95 -2.01
H10 0.63 0.62 -0.89
H11 2.12 0.46 -1.81

- orbital gap (eV) = 9.96
- SMILES = C[N+](=O)[O-].C=C(C)C
- net charge = 0

(b)
Density functional theory data (the ωB97M-V functional and the def2-TZVPD basis) for C5H11NO2 as an isolated structure.

Cartesian coordinates (Å):
C1 0.11 1.45 1.64
C2 -1.17 2.30 -0.87
C3 -0.65 0.91 -0.64
O1 -0.82 0.01 -1.51
N1 -0.03 0.60 0.49
H1 -0.44 -1.23 -1.04
H2 0.56 2.41 1.37
H3 0.77 0.96 2.36
H4 -0.85 1.64 2.14
H5 -0.36 3.03 -0.75
H6 -1.94 2.54 -0.13
H7 -1.58 2.38 -1.87
C4 1.47 -2.80 -0.48
C5 0.09 -2.24 -0.21
O2 -0.66 -2.74 0.62
H8 0.09 -0.48 0.56
H9 2.20 -1.99 -0.38
H10 1.52 -3.16 -1.51
H11 1.71 -3.60 0.22

- orbital gap (eV) = 8.29
- net charge = 0

Tell me which of them is the most stable. Sure, it is (b).

(a)
Density functional theory data (the ωB97M-V functional and the def2-TZVPD basis) for a 2-piece molecular cluster, C5H11NO2 overall.

Cartesian coordinates (Å):
C1 -0.55 0.77 0.23
C2 0.74 1.10 -0.66
C3 1.56 -0.24 -0.49
C4 0.56 -1.28 -0.10
C5 -0.86 -0.75 -0.35
H1 -2.50 1.02 -0.87
H2 -2.25 1.36 1.27
H3 -0.40 0.96 1.44
H4 0.57 1.56 -1.66
H5 1.45 1.89 -0.16
H6 2.28 -0.64 -1.31
H7 2.03 0.38 1.41
H8 0.68 -2.28 -0.43
H9 0.59 -1.52 0.97
H10 -1.19 -0.85 -1.34
H11 -1.65 -1.66 1.08
N1 -1.72 1.71 0.18
O1 2.45 0.01 0.67
O2 -1.79 -1.56 0.12

- orbital gap (eV) = 9.70
- net charge = 0

(b)
Density functional theory data (the ωB97M-V functional and the def2-TZVPD basis) for a 2-piece molecular cluster, C5H11NO2 overall.

Cartesian coordinates (Å):
C1 -0.81 0.84 0.36
C2 0.95 -0.15 1.21
C3 -1.28 -1.55 -0.44
C4 -0.61 -0.22 -0.66
N1 1.88 0.62 0.39
C5 0.13 0.06 -1.77
O1 -0.33 2.01 0.23
O2 -1.85 0.62 1.21
H1 1.36 1.66 0.36
H2 -2.17 1.49 1.48
H3 1.66 0.32 -0.62
H4 2.87 0.50 0.60
H5 1.17 -1.21 1.23
H6 0.82 0.30 2.19
H7 -0.78 -2.33 -1.02
H8 -1.27 -1.85 0.61
H9 -2.32 -1.50 -0.76
H10 0.27 -0.70 -2.53
H11 0.29 1.09 -2.06

- orbital gap (spin up / spin down) (eV) = 8.24 / 8.24
- net charge = 0

Tell me which of them is the most stable. Sure, it is (b).

(a)
Density functional theory data (the ωB97M-V functional and the def2-TZVPD basis) for a 2-piece molecular cluster, C5H11NO2 overall.

Cartesian coordinates (Å):
O1 -2.26 0.46 -0.07
C1 -1.82 -0.26 0.92
N1 -1.04 -1.53 0.41
C2 0.12 -1.19 -0.38
C3 0.18 0.17 -1.11
C4 0.77 1.23 -0.18
C5 0.30 2.38 0.32
H1 -2.64 -0.69 1.51
H2 -1.14 0.21 1.68
H3 0.47 -2.02 -1.06
H4 1.01 -1.11 0.39
H5 0.84 0.04 -1.97
H6 -0.87 0.47 -1.36
H7 1.75 0.95 0.23
H8 1.05 3.06 0.66
H9 -0.75 2.64 0.28
H10 3.11 -1.74 0.00
H11 -1.65 -2.15 -0.13
O2 2.61 -0.92 -0.15

- orbital gap (eV) = 4.93
- net charge = 0

(b)
Density functional theory data (the ωB97M-V functional and the def2-TZVPD basis) for one molecule with the formula C5H11NO2.

Cartesian coordinates (Å):
O1 2.64 -0.58 0.89
C1 1.45 -0.78 0.79
N1 0.59 0.19 1.40
C2 -0.76 0.40 0.83
C3 -0.86 0.43 -0.70
C4 0.08 1.44 -1.32
O2 -2.16 0.87 -1.14
C5 0.87 -2.13 0.43
H1 1.08 1.08 1.37
H2 -1.47 -0.28 1.30
H3 -1.07 1.39 1.21
H4 -0.73 -0.57 -1.12
H5 0.17 1.41 -2.40
H6 -0.27 2.45 -1.06
H7 1.09 1.39 -0.92
H8 -2.83 0.52 -0.56
H9 0.78 -2.09 -0.66
H10 -0.15 -2.27 0.79
H11 1.54 -2.87 0.85

- orbital gap (eV) = 10.55
- SMILES = CC(=O)NC[C@H](C)O
- net charge = 0

(c)
Density functional theory data (the ωB97M-V functional and the def2-TZVPD basis) for one molecule with the formula C5H11NO2.

Cartesian coordinates (Å):
C1 -1.07 -1.04 -0.28
C2 -1.44 -1.72 -1.61
C3 -1.41 0.50 -0.19
N1 -0.33 1.37 -0.04
C4 1.12 0.90 -0.07
C5 1.44 0.89 1.35
O1 2.32 -0.20 1.61
O2 -2.46 1.07 -0.02
H1 -1.58 -1.42 0.66
H2 0.00 -1.16 0.13
H3 -0.63 -2.15 -2.19
H4 -2.21 -2.39 -1.23
H5 -2.01 -1.18 -2.47
H6 -0.25 2.41 -0.07
H7 1.68 1.44 -0.80
H8 1.13 -0.09 -0.61
H9 0.61 0.94 1.99
H10 2.11 1.82 1.58
H11 3.00 -0.01 2.27

- orbital gap (eV) = 10.04
- SMILES = CCC(=O)NCCO
- net charge = 0

Tell me which of them is the most stable. Sure, it is (b).

(a)
Density functional theory data (the ωB97M-V functional and the def2-TZVPD basis) for one molecule with the formula C5H11NO2.

Cartesian coordinates (Å):
O1 -0.36 3.16 1.45
C1 0.37 2.33 0.95
C2 -0.08 0.89 0.74
C3 0.65 0.22 -0.41
C4 0.70 -1.31 -0.28
C5 0.28 -2.06 -1.54
O2 -0.05 -3.42 -1.29
N1 -1.50 0.80 0.52
H1 1.40 2.61 0.68
H2 0.12 0.36 1.68
H3 0.14 0.46 -1.34
H4 1.67 0.58 -0.60
H5 1.71 -1.67 -0.04
H6 0.06 -1.66 0.53
H7 1.07 -2.10 -2.28
H8 -0.55 -1.58 -2.05
H9 0.00 -3.66 -0.35
H10 -2.05 1.42 1.10
H11 -1.73 0.90 -0.46

- orbital gap (eV) = 10.21
- SMILES = N[C@H](C=O)CCCO
- net charge = 0

(b)
Density functional theory data (the ωB97M-V functional and the def2-TZVPD basis) for a 2-piece molecular cluster, C5H11NO2 overall.

Cartesian coordinates (Å):
C1 -2.94 -1.59 0.31
N1 -1.92 -0.71 0.15
C2 -1.26 -0.14 1.31
O1 -3.29 -2.04 1.38
H1 -3.46 -1.85 -0.62
H2 -1.52 -0.56 -0.75
H3 -1.89 -0.29 2.19
H4 -1.11 0.93 1.15
H5 -0.26 -0.55 1.46
C3 2.55 0.68 0.61
C4 1.78 0.13 -0.56
C5 1.22 0.93 -1.47
O2 0.42 0.41 -2.46
H6 3.42 0.09 0.91
H7 2.87 1.69 0.35
H8 1.91 0.77 1.48
H9 1.66 -0.93 -0.75
H10 1.44 1.99 -1.50
H11 0.38 1.03 -3.18

- orbital gap (eV) = 9.62
- SMILES = C/C=C/O.CNC=O
- net charge = 0

(c)
Density functional theory data (the ωB97M-V functional and the def2-TZVPD basis) for a 3-piece molecular cluster, C5H11NO2 overall.

Cartesian coordinates (Å):
C1 -2.25 0.30 -1.50
C2 -1.14 0.78 -0.61
C3 0.12 0.19 -0.55
N1 0.87 1.00 0.29
C4 0.12 2.02 0.80
C5 -1.14 1.88 0.24
H1 -2.94 -0.35 -0.93
H2 -2.99 1.05 -1.75
H3 -1.87 -0.26 -2.35
H4 0.38 -0.76 -0.97
H5 1.81 0.74 0.47
H6 0.61 2.86 1.26
H7 -2.04 2.44 0.48
H8 1.86 -1.61 2.13
H9 0.65 -0.96 1.54
O1 0.91 -1.80 2.00
H10 2.07 -2.21 -0.23
H11 1.28 -3.46 -0.50
O2 1.65 -2.69 -0.95

- orbital gap (eV) = 8.56
- SMILES = Cc1cc[nH]c1.O.O
- net charge = 0

Tell me which of them is the most stable. Sure, it is (c).

(a)
Density functional theory data (the ωB97M-V functional and the def2-TZVPD basis) for a 2-piece molecular cluster, C5H11NO2 overall.

Cartesian coordinates (Å):
C1 0.94 -1.93 -0.05
C2 -0.33 -1.48 -0.79
C3 -1.98 0.38 -0.48
C4 -0.66 1.00 -0.28
C5 -0.38 1.78 0.84
H1 2.33 -1.13 1.05
H2 1.53 -2.88 -0.44
H3 0.44 -2.21 1.05
H4 0.13 -0.89 -1.70
H5 -1.08 -2.25 -1.31
H6 -2.78 0.65 0.34
H7 -2.36 0.19 -1.56
H8 0.19 0.88 -0.98
H9 -0.74 2.92 1.21
H10 -0.64 1.20 1.97
H11 1.33 0.98 0.14
N1 -1.15 -0.51 0.18
O1 1.86 -0.89 -0.18
O2 1.16 1.84 0.61

- orbital gap (eV) = 9.24
- net charge = 0

(b)
Density functional theory data (the ωB97M-V functional and the def2-TZVPD basis) for one molecule with the formula C5H11NO2.

Cartesian coordinates (Å):
C1 0.40 -0.10 -0.62
C2 -0.69 -0.50 0.23
C3 1.82 -0.26 -0.14
C4 -0.56 -0.37 1.71
N1 -1.73 -1.20 -0.28
C5 -0.09 1.65 -0.40
O1 0.18 -0.49 -1.96
O2 0.43 2.24 0.56
H1 0.79 -0.02 -2.52
H2 -1.23 1.33 -0.24
H3 -1.79 -1.23 -1.28
H4 -2.60 -1.19 0.23
H5 0.05 1.99 -1.45
H6 1.98 0.35 0.75
H7 2.05 -1.30 0.07
H8 2.51 0.10 -0.91
H9 -0.21 0.64 1.96
H10 -1.51 -0.57 2.21
H11 0.18 -1.08 2.08

- orbital gap (eV) = 8.16
- net charge = 0

Tell me which of them is the most stable. Sure, it is (b).

(a)
Density functional theory data (the ωB97M-V functional and the def2-TZVPD basis) for one molecule with the formula C3H7NSi.

Cartesian coordinates (Å):
C1 -2.63 0.04 -0.29
C2 1.37 1.07 0.13
C3 0.98 -0.36 -0.22
N1 -3.74 0.37 -0.31
Si1 -0.93 -0.77 0.13
H1 1.04 1.33 1.19
H2 2.49 1.16 -0.08
H3 0.75 1.89 -0.40
H4 1.64 -1.11 0.34
H5 1.37 -0.49 -1.18
H6 -1.18 -2.07 -0.80
H7 -1.16 -1.08 1.49

- orbital gap (eV) = 11.21
- SMILES = CC[SiH2]C#N
- net charge = 0

(b)
Density functional theory data (the ωB97M-V functional and the def2-TZVPD basis) for a 2-piece molecular cluster, C3H7NSi overall.

Cartesian coordinates (Å):
C1 0.22 2.52 1.09
C2 0.10 -1.41 -0.88
C3 -0.60 -0.10 -0.63
N1 0.40 3.65 1.22
Si1 0.07 0.63 0.94
H1 -0.23 -2.04 -1.68
H2 1.08 -1.12 -0.94
H3 -0.12 -2.09 0.06
H4 -1.61 -0.41 -0.68
H5 -0.39 0.46 -1.60
H6 2.02 -0.20 1.01
H7 -0.94 0.10 2.09

- orbital gap (eV) = 10.45
- net charge = 0

Tell me which of them is the most stable. Sure, it is (a).

(a)
Density functional theory data (the ωB97M-V functional and the def2-TZVPD basis) for one molecule with the formula C4H5NO.

Cartesian coordinates (Å):
O1 0.03 -2.16 0.92
C1 0.05 -1.09 0.39
C2 -1.03 -0.27 -0.36
C3 0.05 0.80 -0.55
N1 0.64 1.21 0.69
C4 1.11 -0.04 0.10
H1 -1.25 -0.80 -1.30
H2 -1.96 0.00 0.14
H3 0.15 1.45 -1.41
H4 0.06 1.07 1.51
H5 2.16 -0.17 -0.13

- orbital gap (eV) = 10.58
- SMILES = O=C1C[C@H]2N[C@@H]12
- net charge = 0

(b)
Density functional theory data (the ωB97M-V functional and the def2-TZVPD basis) for one molecule with the formula C4H5NO.

Cartesian coordinates (Å):
O1 -1.30 1.24 -1.10
C1 -1.45 0.12 -0.67
C2 -0.47 -0.57 0.24
C3 0.71 0.32 0.63
C4 1.83 0.22 -0.31
N1 2.73 0.11 -1.03
H1 -2.36 -0.47 -0.92
H2 -0.14 -1.50 -0.25
H3 -1.02 -0.90 1.14
H4 1.08 0.06 1.62
H5 0.38 1.37 0.65

- orbital gap (eV) = 11.21
- SMILES = N#CCCC=O
- net charge = 0

Tell me which of them is the most stable. Sure, it is (b).

(a)
Density functional theory data (the ωB97M-V functional and the def2-TZVPD basis) for one molecule with the formula C5H8N2.

Cartesian coordinates (Å):
C1 1.18 -0.57 1.66
C2 0.20 0.07 0.71
C3 0.80 0.16 -0.64
N1 -0.31 -0.88 -0.26
C4 -1.57 -0.29 -0.78
C5 -1.42 1.03 -1.45
N2 -1.38 2.04 -2.01
H1 1.75 -1.35 1.13
H2 0.68 -1.04 2.51
H3 1.88 0.19 2.02
H4 -0.51 0.78 1.14
H5 0.52 0.55 -1.58
H6 1.88 0.11 -0.61
H7 -2.06 -0.96 -1.50
H8 -2.26 -0.10 0.04

- orbital gap (eV) = 10.72
- SMILES = C[C@H]1CN1CC#N
- net charge = 0

(b)
Density functional theory data (the ωB97M-V functional and the def2-TZVPD basis) for one molecule with the formula C5H8N2.

Cartesian coordinates (Å):
C1 -1.85 -0.82 -1.30
C2 -0.67 -0.34 -0.53
C3 -0.58 0.44 0.60
C4 0.80 0.64 0.89
N1 1.32 1.44 1.93
C5 1.51 -0.03 -0.08
N2 0.61 -0.61 -0.94
H1 -1.80 -1.90 -1.49
H2 -2.77 -0.63 -0.74
H3 -1.95 -0.32 -2.27
H4 -1.42 0.82 1.17
H5 2.33 1.48 1.89
H6 1.05 1.10 2.85
H7 2.58 -0.18 -0.18
H8 0.85 -1.08 -1.80

- orbital gap (eV) = 8.56
- SMILES = Cc1cc(N)c[nH]1
- net charge = 0

Tell me which of them is the most stable. Sure, it is (b).